1.
{
  "formula": "C49H48ClMnOPSSb2",
  "method": "ωB97M-V with the def2-TZVPD basis set",
  "gap_ha": [0.223, 0.233],
  "lumo_ev": [-8.6, -9.2],
  "homo_ha": [-0.53869, -0.57249],
  "total_energy_ev": -130655.1015,
  "total_charge": 3,
  "max_force_ev_per_a": 0.8,
  "relative_energy_kcal_mol": 17.7,
  "spin_multiplicity": 5,
  "symbols": ["Mn", "C", "C", "C", "Sb", "C", "C", "C", "C", "C", "C", "C", "C", "C", "C", "C", "C", "Sb", "C", "C", "C", "C", "C", "C", "C", "C", "C", "C", "C", "C", "H", "H", "H", "H", "H", "H", "H", "H", "H", "H", "H", "H", "H", "H", "H", "H", "H", "H", "H", "H", "H", "H", "H", "H", "H", "H", "Cl", "C", "C", "C", "C", "C", "C", "P", "C", "C", "C", "C", "C", "C", "C", "C", "C", "C", "C", "C", "H", "H", "H", "H", "H", "H", "H", "H", "H", "H", "H", "H", "H", "H", "O", "S", "C", "C", "C", "C", "H", "H", "H", "H", "H", "H", "H", "H"],
  "xyz": [[0.540, 1.169, 0.684], [-1.414, -1.019, -2.304], [-2.425, 0.104, -2.121], [-2.434, 0.724, -0.734], [-3.091, -0.559, 0.874], [-2.098, 0.532, 2.411], [-2.723, 1.619, 3.017], [-2.063, 2.336, 4.009], [-0.775, 1.982, 4.392], [-0.150, 0.891, 3.803], [-0.816, 0.154, 2.824], [-5.133, -0.081, 1.078], [-5.818, 0.525, 0.028], [-7.176, 0.781, 0.160], [-7.840, 0.428, 1.328], [-7.154, -0.184, 2.369], [-5.798, -0.450, 2.244], [-1.766, -2.715, -1.031], [-0.236, -4.039, -1.693], [0.335, -3.882, -2.955], [1.314, -4.770, -3.382], [1.731, -5.799, -2.547], [1.167, -5.949, -1.286], [0.183, -5.069, -0.856], [-3.619, -3.394, -1.753], [-4.706, -3.507, -0.891], [-5.934, -3.919, -1.389], [-6.070, -4.218, -2.737], [-4.981, -4.114, -3.594], [-3.750, -3.702, -3.105], [-0.395, -0.669, -2.119], [-1.456, -1.392, -3.330], [-3.429, -0.273, -2.346], [-2.228, 0.880, -2.866], [-3.018, 1.645, -0.695], [-1.422, 1.007, -0.376], [-3.730, 1.902, 2.731], [-2.562, 3.166, 4.491], [-0.275, 2.534, 5.177], [0.828, 0.576, 4.147], [-0.369, -0.756, 2.442], [-5.314, 0.802, -0.891], [-7.715, 1.254, -0.650], [-8.898, 0.629, 1.425], [-7.675, -0.460, 3.276], [-5.274, -0.938, 3.059], [0.011, -3.093, -3.624], [1.739, -4.668, -4.373], [2.487, -6.496, -2.886], [1.481, -6.761, -0.644], [-0.261, -5.204, 0.124], [-4.606, -3.293, 0.167], [-6.781, -4.015, -0.722], [-7.026, -4.545, -3.122], [-5.089, -4.360, -4.642], [-2.903, -3.640, -3.780], [-0.354, 3.213, 1.260], [0.961, 4.317, 1.682], [0.635, 5.522, 2.264], [1.681, 6.368, 2.615], [2.999, 6.000, 2.381], [3.290, 4.782, 1.786], [2.256, 3.918, 1.419], [2.526, 2.359, 0.565], [2.451, 2.696, -1.206], [2.093, 1.646, -2.058], [2.006, 1.859, -3.426], [2.273, 3.120, -3.944], [2.621, 4.167, -3.100], [2.706, 3.962, -1.731], [4.162, 1.783, 1.023], [5.172, 1.662, 0.069], [6.436, 1.240, 0.461], [6.690, 0.945, 1.793], [5.683, 1.070, 2.746], [4.419, 1.487, 2.365], [-0.394, 5.798, 2.448], [1.458, 7.320, 3.079], [3.804, 6.664, 2.664], [4.319, 4.496, 1.604], [1.914, 0.653, -1.655], [1.738, 1.047, -4.088], [2.209, 3.289, -5.011], [2.827, 5.146, -3.510], [2.970, 4.783, -1.077], [4.981, 1.907, -0.969], [7.226, 1.158, -0.273], [7.679, 0.628, 2.096], [5.891, 0.855, 3.786], [3.642, 1.606, 3.113], [0.843, -0.699, 0.545], [1.632, -2.035, 0.621], [3.079, -1.696, 1.666], [4.317, -2.033, 0.839], [3.999, -1.605, -0.590], [2.621, -2.177, -0.892], [2.979, -2.250, 2.597], [3.015, -0.625, 1.869], [4.523, -3.104, 0.880], [5.186, -1.515, 1.247], [4.732, -1.981, -1.303], [3.988, -0.516, -0.667], [2.643, -3.247, -1.113], [2.052, -1.689, -1.684]],
  "atomic_forces_ev_per_a": [[0.0, 0.2, 0.7], [0.0, -0.1, 0.0], [-0.1, 0.0, -0.1], [0.0, 0.0, 0.4], [-0.1, 0.0, -0.1], [-0.1, 0.0, 0.0], [0.0, 0.0, 0.0], [0.0, 0.0, 0.0], [0.0, 0.0, 0.0], [0.0, 0.0, 0.1], [0.0, -0.1, 0.0], [0.1, 0.1, 0.0], [0.0, 0.0, 0.0], [0.0, 0.0, 0.0], [0.0, 0.0, 0.0], [0.0, 0.0, 0.0], [0.0, 0.0, 0.0], [0.0, -0.1, 0.0], [0.0, 0.0, 0.0], [-0.1, 0.0, 0.0], [0.0, 0.0, 0.0], [0.0, 0.0, 0.0], [0.0, 0.0, 0.0], [0.0, 0.0, 0.0], [0.0, 0.0, 0.0], [0.0, 0.0, 0.0], [0.0, 0.0, 0.0], [0.0, 0.0, 0.0], [0.0, 0.0, 0.0], [0.0, 0.0, 0.0], [0.0, 0.0, 0.0], [0.0, 0.0, 0.0], [0.0, 0.0, 0.0], [0.0, 0.0, 0.0], [0.0, 0.0, 0.0], [0.0, 0.0, -0.4], [0.0, 0.0, 0.0], [0.0, 0.0, 0.0], [0.0, 0.0, 0.0], [0.0, 0.0, 0.0], [-0.1, 0.0, 0.1], [0.0, 0.0, 0.0], [0.0, 0.0, 0.0], [0.0, 0.0, 0.0], [0.0, 0.0, 0.0], [0.0, 0.0, 0.0], [0.0, 0.0, 0.0], [0.0, 0.0, 0.0], [0.0, 0.0, 0.0], [0.0, 0.0, 0.0], [0.0, 0.0, 0.0], [0.0, 0.0, 0.0], [0.0, 0.0, 0.0], [0.0, 0.0, 0.0], [0.0, 0.0, 0.0], [0.0, 0.0, 0.0], [-0.3, 0.2, -0.3], [0.0, 0.1, 0.1], [0.0, 0.0, 0.0], [0.0, 0.0, 0.0], [0.0, 0.0, 0.0], [0.0, -0.1, 0.0], [0.3, 0.0, 0.0], [0.0, -0.1, -0.1], [0.1, 0.1, 0.0], [0.0, 0.1, 0.0], [0.0, 0.0, 0.0], [0.0, 0.0, 0.0], [0.0, 0.0, 0.0], [0.0, 0.0, 0.0], [0.1, 0.1, -0.1], [0.0, 0.0, 0.1], [0.0, 0.0, 0.0], [0.0, 0.0, 0.0], [0.0, 0.0, 0.0], [0.0, 0.0, 0.0], [0.0, 0.0, 0.0], [0.0, 0.0, 0.0], [0.0, 0.0, 0.0], [0.0, 0.0, 0.0], [0.0, 0.0, 0.0], [0.0, 0.0, 0.0], [0.0, 0.0, 0.0], [0.0, 0.0, 0.0], [0.0, 0.0, 0.0], [0.0, 0.0, 0.0], [0.0, 0.0, 0.0], [0.0, 0.0, 0.0], [0.0, 0.0, 0.0], [0.0, 0.0, 0.0], [0.1, -0.4, -0.6], [0.1, 0.0, 0.0], [0.0, 0.0, 0.0], [0.0, 0.0, 0.0], [0.0, 0.0, 0.0], [-0.1, 0.0, 0.0], [0.0, 0.0, 0.0], [0.0, 0.0, 0.0], [0.0, 0.0, 0.0], [0.0, 0.0, 0.0], [0.0, 0.0, 0.0], [0.0, -0.1, 0.0], [0.0, 0.0, 0.0], [0.0, 0.0, 0.0]]
}

2.
{
  "formula": "CH4N2OS",
  "method": "ωB97M-V with the def2-TZVPD basis set",
  "gap_ha": 0.341,
  "smiles": "NC(=S)NO",
  "lumo_ev": 0.5,
  "homo_ha": -0.32400,
  "total_energy_ev": -16963.1918,
  "max_force_ev_per_a": 3.1,
  "relative_energy_kcal_mol": 46.1,
  "symbols": ["N", "C", "S", "N", "O", "H", "H", "H", "H"],
  "xyz": [[-0.005, -0.451, -1.186], [-0.115, -0.856, 0.091], [-0.189, -2.316, 0.782], [-0.070, 0.304, 0.877], [-0.310, 1.641, 0.357], [0.365, 0.475, -1.268], [0.425, -1.145, -1.750], [-0.650, 0.237, 1.745], [0.550, 2.110, 0.351]],
  "atomic_forces_ev_per_a": [[0.3, -1.1, -0.5], [0.0, 3.0, 0.1], [-0.2, -0.7, 0.1], [-1.0, 0.7, 2.8], [0.3, -1.1, -0.4], [-0.1, 0.3, -0.4], [0.1, -0.4, -0.9], [1.0, 0.0, -1.1], [-0.4, -0.7, 0.3]]
}

3.
{
  "formula": "C11H17OPS",
  "method": "ωB97M-V with the def2-TZVPD basis set",
  "gap_ha": 0.332,
  "smiles": "CC(C)(C)P(S)c1ccccc1.C=O",
  "lumo_ev": 0.8,
  "homo_ha": -0.30229,
  "total_energy_ev": -33852.4387,
  "max_force_ev_per_a": 5.0,
  "relative_energy_kcal_mol": 40.8,
  "symbols": ["C", "C", "C", "C", "P", "S", "C", "C", "C", "C", "C", "C", "H", "H", "H", "H", "H", "H", "H", "H", "H", "H", "H", "H", "H", "H", "H", "C", "O", "H", "H"],
  "xyz": [[-0.203, -1.830, 1.268], [-0.384, -1.100, -0.141], [-1.786, -1.431, -0.601], [0.640, -1.443, -1.219], [-0.483, 0.712, 0.236], [-0.971, 1.721, -1.609], [1.287, 1.029, 0.041], [2.023, 1.310, -1.124], [3.405, 1.293, -1.039], [4.050, 0.963, 0.165], [3.347, 0.811, 1.315], [1.908, 0.806, 1.198], [-0.748, -2.836, 1.238], [0.803, -1.817, 1.666], [-0.869, -1.227, 1.960], [-2.293, -2.041, 0.135], [-1.773, -2.033, -1.461], [-2.377, -0.519, -0.814], [0.458, -1.005, -2.199], [1.661, -1.236, -0.997], [0.420, -2.524, -1.417], [-2.240, 1.365, -1.641], [1.479, 1.596, -2.054], [3.951, 1.672, -1.900], [5.118, 1.090, 0.022], [3.798, 0.823, 2.275], [1.435, 0.909, 2.178], [-5.434, 1.233, 1.110], [-4.644, 0.865, 0.294], [-5.081, 1.354, 2.193], [-6.496, 1.491, 0.922]],
  "atomic_forces_ev_per_a": [[-2.1, 0.6, -0.5], [0.2, 0.0, 0.6], [-0.9, 0.7, 0.5], [-1.4, -1.9, -0.4], [0.0, 1.0, -0.4], [0.3, -0.3, 0.0], [-1.0, 0.3, -1.3], [-0.2, 0.2, -0.3], [-1.2, 0.2, -0.3], [0.9, 1.1, -1.8], [-2.1, -0.1, -0.8], [3.7, 0.7, 3.3], [1.4, 1.0, 0.0], [0.2, -0.4, 0.0], [0.8, -0.6, -0.4], [-0.4, 0.2, 0.3], [0.1, -0.7, -1.5], [0.0, -0.8, 0.1], [-0.4, 0.5, 0.1], [0.7, -0.3, 0.5], [0.9, 0.5, 0.2], [-0.6, 0.0, 0.1], [0.7, -0.3, 0.8], [0.2, -0.4, 0.2], [0.2, -0.4, 1.0], [0.4, -0.3, 0.7], [-0.5, -0.6, -0.4], [0.6, 0.3, 1.7], [-0.2, -0.1, -0.6], [-0.5, -0.1, -0.9], [0.2, -0.1, -0.3]]
}

4.
{
  "formula": "C4H11NO",
  "method": "ωB97M-V with the def2-TZVPD basis set",
  "gap_ha": 0.332,
  "smiles": "CC(C)=CN.O",
  "lumo_ev": 0.9,
  "homo_ha": -0.29810,
  "total_energy_ev": -7863.5700,
  "max_force_ev_per_a": 1.6,
  "relative_energy_kcal_mol": 22.7,
  "symbols": ["C", "C", "C", "C", "N", "H", "H", "H", "H", "H", "H", "H", "H", "H", "O", "H", "H"],
  "xyz": [[1.064, -0.842, -1.134], [0.960, 0.267, -0.114], [2.235, 0.504, 0.647], [-0.098, 1.051, 0.068], [-1.326, 0.820, -0.643], [1.127, -0.451, -2.152], [1.904, -1.504, -0.952], [0.151, -1.444, -1.102], [3.091, 0.598, -0.024], [2.200, 1.320, 1.365], [2.441, -0.412, 1.223], [-0.210, 1.826, 0.812], [-1.759, 1.714, -0.872], [-1.146, 0.368, -1.520], [-2.302, -1.500, 0.957], [-2.398, -1.719, 1.880], [-2.325, -0.529, 0.897]],
  "atomic_forces_ev_per_a": [[-1.2, 0.2, 0.0], [1.1, 0.8, 0.2], [0.0, -0.9, 0.5], [-0.9, -0.9, -0.8], [0.1, 1.1, 0.4], [0.2, 0.0, 0.0], [0.2, 0.1, 0.1], [0.1, -0.1, 0.0], [0.0, 0.3, -0.1], [0.0, 0.2, -0.2], [0.1, 0.2, 0.0], [0.5, 0.0, 0.1], [0.0, -0.3, 0.2], [0.0, -0.4, -0.3], [0.0, 0.3, -0.3], [0.0, 0.0, 0.4], [0.2, -0.4, -0.2]]
}

5.
{
  "formula": "C6H10O",
  "method": "ωB97M-V with the def2-TZVPD basis set",
  "gap_ha": 0.377,
  "smiles": "O=C1CC=CCC1.[H][H]",
  "lumo_ev": 0.9,
  "homo_ha": -0.34548,
  "total_energy_ev": -8430.3611,
  "max_force_ev_per_a": 0.5,
  "relative_energy_kcal_mol": 20.3,
  "symbols": ["O", "C", "C", "C", "C", "C", "C", "H", "H", "H", "H", "H", "H", "H", "H", "H", "H"],
  "xyz": [[-1.448, 0.803, 1.360], [-0.725, 0.646, 0.399], [0.306, 1.681, -0.006], [1.613, 1.034, -0.396], [1.761, -0.279, -0.565], [0.638, -1.275, -0.424], [-0.740, -0.595, -0.469], [-0.099, 2.263, -0.848], [0.432, 2.379, 0.828], [2.469, 1.696, -0.511], [2.745, -0.676, -0.807], [0.749, -1.822, 0.522], [0.704, -2.029, -1.218], [-1.537, -1.267, -0.141], [-0.947, -0.284, -1.503], [-3.415, -1.388, 1.960], [-2.893, -0.857, 1.913]],
  "atomic_forces_ev_per_a": [[0.3, 0.0, -0.4], [-0.1, 0.1, 0.2], [0.0, 0.0, 0.1], [0.0, -0.2, 0.0], [0.0, 0.2, 0.0], [0.0, 0.0, 0.0], [-0.1, 0.0, 0.0], [0.0, -0.1, 0.1], [0.0, -0.1, -0.1], [-0.1, -0.1, 0.0], [-0.1, 0.1, 0.0], [0.0, 0.1, -0.1], [0.0, 0.1, 0.1], [0.1, 0.1, 0.0], [0.0, 0.0, 0.1], [0.0, 0.0, 0.0], [-0.1, -0.1, 0.0]]
}

6.
{
  "formula": "C30H22Cl2N4OV",
  "method": "ωB97M-V with the def2-TZVPD basis set",
  "gap_ha": [0.202, 0.203],
  "lumo_ev": [2.5, 2.5],
  "homo_ha": [-0.11220, -0.11218],
  "total_energy_ev": -90197.9800,
  "total_charge": -1,
  "max_force_ev_per_a": 4.4,
  "relative_energy_kcal_mol": 0.0,
  "symbols": ["V", "C", "C", "N", "N", "C", "O", "C", "C", "C", "C", "C", "C", "C", "C", "C", "C", "C", "N", "H", "H", "H", "H", "H", "H", "H", "H", "H", "H", "H", "H", "Cl", "C", "C", "C", "C", "C", "Cl", "C", "N", "H", "H", "H", "C", "C", "C", "C", "C", "C", "C", "C", "C", "C", "H", "H", "H", "H", "H", "H", "H"],
  "xyz": [[-0.352, 0.125, 0.173], [-2.585, 3.730, -1.019], [-1.655, 2.757, -0.371], [-1.801, 1.444, -0.479], [-2.852, 0.927, -1.219], [-2.560, -0.307, -1.490], [-1.438, -0.878, -1.153], [-3.477, -1.084, -2.365], [-4.715, -0.571, -2.748], [-5.548, -1.305, -3.575], [-5.156, -2.560, -4.028], [-3.927, -3.075, -3.645], [-3.090, -2.342, -2.814], [-0.505, 3.080, 0.429], [0.283, 4.263, 0.302], [1.610, 4.558, 0.500], [2.843, 3.844, 0.918], [3.594, 2.841, 1.361], [-0.033, 1.941, 0.941], [-2.968, 3.320, -1.952], [-2.081, 4.677, -1.209], [-3.443, 3.929, -0.372], [-5.004, 0.407, -2.388], [-6.509, -0.900, -3.869], [-5.809, -3.133, -4.675], [-3.616, -4.052, -3.992], [-2.129, -2.727, -2.503], [-0.272, 5.117, -0.078], [1.841, 5.586, 0.249], [3.773, 4.457, 0.795], [2.737, 0.525, 1.541], [1.568, 1.470, 1.484], [1.012, 0.713, 3.032], [1.500, 1.226, 4.210], [1.117, 0.596, 5.386], [0.238, -0.483, 5.328], [-0.293, -0.906, 4.126], [-1.445, -2.205, 4.115], [0.025, -0.283, 2.899], [-0.565, -0.546, 1.727], [2.199, 2.051, 4.194], [1.505, 0.932, 6.337], [-0.064, -0.992, 6.233], [3.680, -4.072, 0.536], [2.432, -3.849, 1.158], [1.645, -2.802, 0.769], [2.054, -1.921, -0.266], [1.236, -0.829, -0.685], [1.680, -0.065, -1.735], [2.947, -0.253, -2.335], [3.744, -1.279, -1.921], [3.307, -2.152, -0.891], [4.105, -3.242, -0.461], [4.301, -4.900, 0.856], [2.100, -4.509, 1.949], [0.688, -2.617, 1.240], [1.065, 0.752, -2.115], [3.276, 0.414, -3.124], [4.719, -1.442, -2.367], [5.064, -3.403, -0.942]],
  "atomic_forces_ev_per_a": [[-1.0, 1.3, 1.0], [0.0, -0.1, 0.0], [0.6, 1.0, 0.8], [0.5, -0.7, -0.4], [0.1, -0.2, -0.1], [-0.4, 0.5, -0.8], [0.2, 0.3, 1.1], [0.0, -0.1, 0.2], [0.0, 0.0, 0.0], [0.0, 0.0, 0.0], [0.0, 0.0, 0.0], [0.0, 0.0, 0.0], [0.0, 0.0, 0.0], [-1.1, 0.3, -1.2], [0.1, 0.0, 0.1], [0.3, 0.0, 0.1], [0.2, -0.6, 0.2], [-0.9, 2.0, -0.6], [-1.8, -0.9, 0.3], [0.0, 0.0, 0.0], [0.0, 0.0, 0.0], [0.0, 0.0, 0.0], [0.0, 0.0, 0.0], [0.0, 0.0, 0.0], [0.0, 0.0, 0.0], [0.0, 0.0, 0.0], [0.0, 0.0, 0.0], [0.0, 0.0, 0.0], [0.1, 0.0, 0.0], [0.1, 0.0, 0.0], [0.3, 0.5, 1.3], [2.1, -3.8, -0.4], [-0.1, 0.7, -1.0], [0.2, -0.2, 0.1], [0.0, 0.1, -0.1], [0.0, -0.1, 0.0], [0.0, 0.0, 0.1], [0.0, 0.0, 0.0], [0.0, 0.4, 0.5], [0.3, -0.5, -0.8], [0.0, 0.0, 0.0], [0.0, 0.0, 0.0], [0.0, 0.0, 0.0], [0.0, 0.0, 0.0], [0.0, 0.0, 0.0], [0.0, 0.0, 0.0], [0.0, 0.0, 0.1], [0.2, 0.1, -0.3], [0.1, 0.3, 0.0], [0.0, -0.2, 0.0], [0.0, 0.0, 0.0], [0.0, 0.0, 0.0], [0.0, 0.0, 0.0], [0.0, 0.0, 0.0], [0.0, 0.0, 0.0], [0.0, 0.0, 0.0], [0.0, 0.0, 0.0], [0.0, 0.0, 0.0], [0.0, 0.0, 0.0], [0.0, 0.0, 0.0]]
}